Here is a structure of composition C47H43N3O2P2Pd from OMol25. Energies are from ωB97M-V with the def2-TZVPD basis set.

XYZ file:
```
98
Properties=species:S:1:pos:R:3:forces:R:3:lowdin_spin:R:1
C -3.9320 -0.8552 4.2343 0.0056 -0.0027 0.0075 0.000
C -3.1142 -1.3467 -0.7974 -0.1810 0.1221 -0.0617 0.023
C -3.3011 -2.0580 4.5134 -0.0119 0.0122 0.0025 0.021
H -3.0705 1.2897 -2.4129 0.0071 -0.0198 0.0076 0.000
H 3.1197 -1.0092 -5.6426 0.0010 -0.0048 -0.0008 0.001
C 5.4738 3.7363 -0.7908 -0.0218 -0.0023 0.0091 -0.010
C -0.5468 4.9871 -1.5019 0.0018 0.0087 0.0120 0.000
C -3.7574 -0.2437 3.0009 -0.0074 0.0019 -0.0071 0.020
H -4.2585 0.6911 2.7854 -0.0001 0.0055 -0.0027 0.001
H 5.5145 4.7956 -0.5746 0.0015 0.0050 -0.0003 -0.004
C 1.7864 -1.4836 1.7391 -0.2078 0.0881 -0.1495 0.251
H -0.6749 -1.4223 -3.7268 -0.0319 -0.0768 0.0333 0.001
H -3.6239 4.6948 0.6755 0.0040 0.0101 0.0015 0.000
H 3.2327 6.0174 4.7279 0.0013 0.0093 0.0002 0.001
C 1.5974 1.0823 -3.4621 0.0288 0.0380 0.0939 0.026
C 5.3942 1.0097 -1.3593 0.0215 0.0159 -0.0023 0.118
C 2.8375 3.9353 4.8774 -0.0187 -0.0569 -0.0097 -0.001
C 2.3713 -0.6332 -4.9579 -0.0172 -0.0366 -0.0171 0.018
C 2.1210 5.3097 3.0242 0.0245 0.0135 0.0377 0.007
Pd -0.3151 0.1904 0.1699 0.1797 -0.3495 -0.3713 1.116
C 3.0582 0.9289 -0.6093 -0.0391 -0.0001 -0.0422 0.497
H 3.4428 3.5318 -0.1512 -0.0158 0.0010 0.0051 0.005
H -1.4436 2.5458 -4.3529 0.0010 -0.0034 -0.0043 0.000
C -1.2490 4.5885 -3.7667 -0.0053 -0.0028 0.0023 0.001
C 2.7744 5.1600 4.2537 -0.0168 0.0209 -0.0486 0.023
C 1.2133 -1.3662 -4.7268 0.0296 0.0096 -0.0476 0.003
C 0.2509 -0.8769 -3.8597 0.0055 0.0764 -0.0172 0.015
C 1.0537 1.8276 2.2994 0.0338 0.0355 0.0568 0.045
C 2.5568 0.5917 -4.3344 0.0157 -0.0019 0.0537 0.003
H -2.3803 0.4377 -3.7718 -0.0163 0.0296 0.0074 0.002
H -0.4822 -2.8007 -1.8477 -0.0564 0.0930 -0.0464 0.000
P -0.7966 0.9412 -2.0418 -0.1167 -0.0589 -0.0672 0.132
N 0.5217 -2.1420 -0.1835 -0.0010 -0.0608 0.0929 0.110
H -2.9153 -1.6879 -2.9090 0.0707 0.0281 0.0226 0.000
H 2.5268 -1.6721 2.5084 0.0049 0.0119 0.0264 0.007
H 7.5035 3.6497 -1.4929 0.0060 0.0030 -0.0002 0.008
C -0.8399 2.7309 -2.2863 0.0290 0.0443 -0.0633 0.021
C -2.4838 -2.6577 3.5620 0.0211 -0.0197 -0.0298 -0.002
H -5.9807 4.4366 -0.0205 -0.0001 0.0082 0.0014 0.000
H -4.2397 -0.6545 -2.4864 -0.0075 -0.0609 -0.0024 0.000
H -0.2100 3.2453 -0.3018 0.0211 -0.0249 0.0501 0.001
C 1.7778 -4.6547 -0.1786 0.0049 -0.0127 0.0098 -0.005
O 2.2410 1.6271 4.9222 -0.0018 -0.0324 0.0326 0.016
C -2.2978 -2.0514 2.3324 -0.0434 0.0606 0.0534 0.019
C -3.1930 -0.8574 -2.2573 0.0984 0.0029 -0.0580 0.001
N 1.2088 -0.3035 1.6593 0.2970 0.0226 0.5518 0.071
H -1.9961 -3.5979 3.7822 0.0024 -0.0044 0.0032 -0.001
H 0.5697 -5.0148 -1.9204 -0.0134 0.0006 -0.0080 0.004
C 6.5474 1.7271 -1.5902 -0.0082 -0.0114 -0.0017 -0.011
H 1.7467 2.0431 -2.9848 0.0011 -0.0024 -0.0046 0.004
C -3.2056 2.5967 0.5655 0.0593 0.0000 0.0317 0.004
H -0.9581 6.5379 -2.9224 0.0034 0.0078 -0.0012 0.000
C -5.0531 1.1876 -0.0999 -0.0047 -0.0266 -0.0068 0.007
H 2.8083 -3.9179 1.5654 0.0133 0.0122 0.0125 0.003
H 1.0524 4.2976 1.4811 -0.0083 -0.0082 0.0081 0.000
H -1.6501 -2.5105 1.5926 0.0026 -0.0346 0.0179 0.001
H 2.1728 1.4515 -0.2681 -0.0202 0.0113 0.0076 0.034
H -4.0616 -1.8053 -0.5035 -0.0213 0.0875 0.0052 0.006
C -0.9228 5.4716 -2.7442 -0.0016 0.0063 0.0040 0.000
C 2.0831 -3.7107 0.7905 -0.0562 0.0416 -0.0259 0.071
C -5.8618 2.3064 -0.2085 -0.0171 -0.0240 -0.0101 0.001
C 1.6201 2.9367 3.0371 0.0043 0.0661 0.0475 0.021
O 0.1822 1.9733 1.4315 -0.1871 0.3655 0.0523 0.129
H 2.0788 6.2765 2.5441 -0.0009 0.0062 -0.0018 0.000
H 3.3260 3.8360 5.8392 0.0042 -0.0026 0.0090 0.000
H -4.5677 -0.3917 4.9761 -0.0068 0.0022 0.0068 0.000
C 6.5959 3.0917 -1.3088 0.0245 -0.0013 -0.0052 0.149
P -2.6493 -0.0932 0.4365 0.1624 -0.1162 0.2837 0.174
C 0.2492 -3.0612 -1.0967 -0.1040 0.1030 -0.0494 0.012
H 3.4518 1.1685 -4.5242 0.0010 0.0182 -0.0078 0.000
H -5.4644 0.2060 -0.3042 -0.0086 0.0013 -0.0040 0.000
C 4.3153 3.0296 -0.5545 0.0348 0.0073 0.0006 0.118
C 0.4418 0.3454 -3.2126 -0.1566 -0.1516 -0.1099 0.031
H -2.1704 2.7050 0.8695 -0.0385 -0.0003 0.0117 0.001
H 5.3572 -0.0500 -1.5821 -0.0046 -0.0062 0.0017 0.004
H -2.3747 -2.1357 -0.6710 0.1464 -0.0459 -0.0387 0.002
C -2.9462 -0.8458 2.0432 0.0642 -0.0902 -0.0322 0.031
C 1.5478 4.2125 2.4394 -0.0232 -0.0526 -0.0209 0.006
C -1.2060 3.2239 -3.5421 0.0234 -0.0046 0.0035 0.005
H 7.4203 1.2301 -1.9922 0.0009 0.0020 -0.0016 -0.004
C 1.4428 -2.4746 0.7580 0.0470 -0.0875 -0.0434 0.010
H 2.6862 1.7006 5.7761 -0.0005 0.0100 -0.0214 0.000
C -4.0212 3.7128 0.4583 -0.0308 -0.0090 -0.0194 0.000
H 1.0524 -2.3027 -5.2442 -0.0036 -0.0085 0.0051 0.000
C -3.7192 1.3329 0.2846 -0.0181 0.0326 -0.0919 0.023
H 2.9714 -0.1191 -0.8694 0.0155 0.0064 0.0150 0.026
H -1.5309 4.9650 -4.7403 -0.0058 0.0012 -0.0063 0.000
C 0.8451 -4.3210 -1.1389 0.0343 -0.0193 0.0080 0.070
C -5.3447 3.5661 0.0675 0.0226 0.0371 0.0119 0.002
H -0.2885 5.6759 -0.7079 0.0068 0.0066 -0.0022 0.000
H -6.8964 2.1985 -0.5043 -0.0039 -0.0079 -0.0027 0.000
C 2.2570 2.8097 4.2899 -0.0001 0.0538 -0.0072 0.025
N 1.6334 0.5638 2.5446 -0.0483 -0.1766 -0.1595 0.423
H 2.2587 -5.6229 -0.1796 0.0061 -0.0039 0.0008 -0.002
C -0.5032 3.6185 -1.2714 0.0168 -0.0033 -0.0386 0.003
C 4.2412 1.6419 -0.8324 -0.0053 0.0035 -0.0220 0.049
H -3.4468 -2.5323 5.4743 0.0012 -0.0063 0.0097 0.001
C -2.4517 0.4296 -2.6821 0.0017 0.0649 0.0644 0.008
```
Forces are in eV/Å.

## Properties
- Lowest unoccupied orbital energy (alpha / beta): -6.075 / -7.950 eV
- E_tot: -2941.5804 Ha
- Maximum force: 0.63 eV Å⁻¹
- Multiplicity: 5
- Gap between HOMO and LUMO (alpha / beta): 5.26 / 5.29 eV
- Charge: +2
- Highest occupied orbital energy (alpha / beta): -11.3 / -13.2 eV